P | The following is a quantum chemistry calculation of a cluster of 8 separate species, H16O8 in total, from the Open Molecules 2025 dataset.

Structure (XYZ):
```
24
H16O8 (wB97M-V/def2-TZVPD)
O -2.56 -0.97 2.40
H -1.63 -0.95 2.18
H -2.90 -1.75 1.96
O -3.19 1.88 1.35
H -2.43 1.33 1.52
H -3.89 1.26 1.15
O -0.09 0.39 -0.10
H 0.72 0.21 -0.58
H 0.09 0.10 0.80
O 0.15 -0.64 2.40
H 0.26 -1.11 3.22
H -0.03 0.26 2.66
O 2.06 2.19 -2.15
H 2.42 1.92 -1.30
H 1.71 3.06 -2.00
O 2.27 -1.30 0.33
H 2.86 -1.93 -0.09
H 2.80 -0.52 0.48
O 3.37 -0.16 -3.23
H 3.04 -0.95 -3.67
H 2.63 0.15 -2.70
O -2.68 -0.86 -1.91
H -2.14 -0.16 -1.55
H -2.85 -1.44 -1.17
```

Summary:
* lowest unoccupied orbital energy (spin up / spin down): 3.14 / 3.12 eV
* HOMO (spin up / spin down): 0.23 / -7.62 eV
* spin multiplicity: 2
* ⟨S²⟩: 0.750
* total charge: -1



Q | The following is a quantum chemistry calculation of a cluster of 8 separate species, H16O8 in total, from the Open Molecules 2025 dataset.

Structure (XYZ):
```
24
H16O8 (wB97M-V/def2-TZVPD)
O -0.19 2.94 -0.55
H -0.47 2.50 0.26
H -0.73 2.54 -1.23
O -2.74 -0.81 0.14
H -3.08 -0.67 -0.74
H -2.22 -0.02 0.32
O -0.14 -1.60 2.03
H 0.66 -1.35 2.50
H -0.84 -1.47 2.67
O 0.85 -0.09 -0.16
H 0.09 0.06 0.40
H 1.23 -0.91 0.16
O 0.52 -0.29 -3.09
H 0.36 -1.23 -3.15
H 0.50 -0.10 -2.15
O -1.07 1.16 1.41
H -0.38 1.57 1.92
H -1.77 0.99 2.04
O 1.24 -3.23 -0.93
H 0.57 -3.33 -0.26
H 0.79 -3.41 -1.75
O 2.65 2.34 0.09
H 1.91 2.93 -0.06
H 2.26 1.47 0.12
```

Summary:
* lowest unoccupied orbital energy (spin up / spin down): 2.96 / 2.81 eV
* HOMO (spin up / spin down): -0.16 / -7.56 eV
* spin multiplicity: 2
* ⟨S²⟩: 0.750
* total charge: -1



Stability ranking, top and bottom: Q is the most stable and P is the least stable.



P | The following is a quantum chemistry calculation of an isolated molecule of C3H5N3S, from the Open Molecules 2025 dataset.

Structure (XYZ):
```
12
C3H5N3S (wB97M-V/def2-TZVPD)
C -1.34 -1.53 0.05
C 0.03 0.61 -1.03
C 1.39 0.28 0.90
H -1.85 -0.75 -0.84
H -2.08 -2.32 0.48
H 0.04 0.05 -1.97
H -0.20 2.51 -0.03
H 2.01 1.06 0.51
N -0.15 -1.47 0.43
N 0.36 -0.17 0.05
N -0.23 1.91 -0.98
S 2.00 -0.19 2.44
```

Summary:
* lowest unoccupied orbital energy: -0.34 eV
* HOMO: -8.57 eV
* total charge: 0
* SMILES string: [H]/N=C\N(C=S)N=C



Q | The following is a quantum chemistry calculation of an isolated molecule of C3H5N3S, from the Open Molecules 2025 dataset.

Structure (XYZ):
```
12
C3H5N3S (wB97M-V/def2-TZVPD)
C 1.65 -0.45 0.19
C -0.61 0.00 -0.64
C 0.15 0.84 1.48
N -0.21 -1.52 -2.63
N 0.44 0.06 0.29
N -0.59 -0.74 -1.72
S -1.87 -1.12 -2.94
H 2.29 -0.44 1.12
H -1.61 0.37 -0.43
H 1.17 1.19 1.76
H -0.48 1.68 1.28
H -0.34 0.14 2.24
```

Summary:
* lowest unoccupied orbital energy: -0.38 eV
* HOMO: -8.04 eV
* total charge: 0



Stability ranking, top and bottom: P is the most stable and Q is the least stable.